Molecular formula: C7H13NO2S
Method: DFT, the ωB97M-V functional and the def2-TZVPD basis

Computed properties:
ΔE to the lowest compared entry with this formula, charge and spin	58.1	kcal/mol

Each atom is followed by the atoms it is bonded to, with distances in Å.
Geometry (Å):
1 C -2.11 0.90 -0.27  C5 1.595, N8 1.377, O9 1.186
2 C 0.32 0.62 -0.37  C3 1.564, C4 1.860, N8 1.425, H12 1.083
3 C 1.42 1.65 0.04  C2 1.564, O10 1.314, S11 1.911, H13 1.034
4 C 1.38 -0.86 0.00  C2 1.860, C6 1.525, C7 1.496, S11 1.797
5 C -3.41 0.51 0.56  C1 1.595, H14 1.121, H15 1.118, H16 1.233
6 C 1.58 -1.67 -1.27  C4 1.525, H17 1.165, H18 1.178, H19 1.111
7 C 0.85 -1.59 1.19  C4 1.496, H20 1.063, H21 1.098, H22 1.263
8 N -0.90 0.69 0.36  C1 1.377, C2 1.425, H23 0.979
9 O -2.20 1.46 -1.31  C1 1.186
10 O 1.84 2.55 -0.82  C3 1.314, H24 0.953
11 S 2.69 0.28 0.49  C3 1.911, C4 1.797
12 H 0.04 0.48 -1.41  C2 1.083
13 H 1.10 2.02 0.95  C3 1.034
14 H -4.25 0.29 -0.15  C5 1.121
15 H -3.08 -0.29 1.26  C5 1.118
16 H -3.71 1.58 1.10  C5 1.233
17 H 2.69 -2.00 -1.41  C6 1.165
18 H 1.23 -1.15 -2.27  C6 1.178
19 H 0.95 -2.58 -1.21  C6 1.111
20 H 1.57 -2.29 1.56  C7 1.063
21 H -0.05 -2.15 0.91  C7 1.098
22 H 0.67 -0.84 2.20  C7 1.263
23 H -0.99 0.40 1.29  N8 0.979
24 H 2.35 2.00 -1.41  O10 0.953